[1]
A structure of composition C3H4LiNdO4 at a distorted geometry. Source: the OMol25 dataset; level of theory: ωB97M-V/def2-TZVPD.

Positions of all 13 atoms, in Å:
O: 0.335 0.429 -0.405
C: -0.659 1.453 -0.285
C: 0.435 -0.611 0.365
O: -0.233 2.457 0.238
O: -1.788 1.146 -0.719
C: 1.326 -1.695 -0.042
Li: -0.437 4.193 0.808
H: 2.244 -1.651 0.558
H: 1.611 -1.534 -1.092
Nd: -3.177 0.772 -2.979
O: -0.416 -0.912 1.267
H: 0.020 -1.433 1.995
H: 0.739 -2.615 0.292

Energy relative to the best compared isomer or geometry (same formula, charge and spin) ... 0.0 kJ/mol
Multiplicity ... 5
Frontier orbital gap (alpha / beta) ... 8.4 / 10.2 eV
Charge ... +3

[2]
A cluster of 3 separate species, C36H69NO8PS2 in total at a distorted geometry. Source: the OMol25 dataset; level of theory: ωB97M-V/def2-TZVPD.

Positions of all 117 atoms, in Å:
C: 5.527 2.370 -3.810
C: 5.607 0.852 -3.614
C: 4.426 0.112 -4.143
O: 4.328 -0.211 -5.281
O: 3.466 -0.219 -3.244
C: 2.237 -0.607 -3.840
C: 1.127 -0.735 -2.804
N: 0.964 0.348 -1.785
C: 2.019 0.312 -0.720
O: 2.140 -0.985 -0.225
C: 2.151 -1.112 1.170
C: 0.961 -1.424 1.830
C: 0.892 -1.589 3.216
C: -0.438 -1.895 3.849
C: 2.073 -1.470 3.950
C: 3.266 -1.191 3.283
C: 3.343 -1.002 1.897
C: 4.714 -0.749 1.295
C: 5.099 -1.919 0.366
C: 4.885 0.622 0.612
C: -0.351 -0.014 -1.082
C: -1.476 1.011 -1.363
C: -2.725 0.111 -1.490
C: -4.106 0.680 -1.141
C: -4.585 0.417 0.301
O: -4.237 2.049 -1.507
P: -1.702 2.129 0.144
C: -2.166 3.838 -0.348
C: -0.177 2.304 1.152
C: -0.912 1.823 -2.563
C: -1.053 1.425 -4.074
C: -2.322 0.790 -4.644
C: -3.614 1.572 -4.387
S: -4.479 1.926 -5.938
C: 0.610 1.749 -2.242
S: 1.759 2.684 -3.223
H: 6.147 2.849 -3.058
H: 4.529 2.769 -3.683
H: 5.923 2.673 -4.771
H: 5.822 0.615 -2.575
H: 6.450 0.491 -4.192
H: 1.937 0.023 -4.671
H: 2.360 -1.602 -4.263
H: 1.268 -1.680 -2.293
H: 0.197 -0.829 -3.351
H: 1.780 1.021 0.065
H: 2.952 0.616 -1.177
H: 0.067 -1.552 1.237
H: -0.705 -2.941 3.731
H: -0.479 -1.575 4.883
H: -1.200 -1.326 3.317
H: 2.035 -1.623 5.018
H: 4.167 -1.124 3.877
H: 5.424 -0.773 2.115
H: 6.150 -2.169 0.464
H: 4.838 -1.733 -0.672
H: 4.559 -2.814 0.667
H: 5.849 1.060 0.848
H: 4.876 0.485 -0.467
H: 4.096 1.307 0.906
H: -0.261 -0.065 -0.002
H: -0.603 -1.034 -1.336
H: -2.775 -0.367 -2.463
H: -2.595 -0.716 -0.795
H: -4.816 0.119 -1.756
H: -3.781 -0.056 0.860
H: -4.802 1.339 0.830
H: -5.413 -0.281 0.315
H: -4.922 2.422 -0.946
H: -2.391 3.940 -1.403
H: -3.070 4.089 0.193
H: -1.373 4.526 -0.069
H: -0.425 2.992 1.955
H: 0.082 1.361 1.627
H: 0.726 2.695 0.673
H: -1.080 2.890 -2.533
H: -0.936 2.353 -4.630
H: -0.226 0.812 -4.423
H: -2.177 0.800 -5.726
H: -2.424 -0.266 -4.417
H: -4.280 0.953 -3.800
H: -3.430 2.457 -3.789
H: -5.734 1.856 -5.486
H: 0.679 2.298 -1.300
H: 1.635 2.120 -4.430
C: -10.320 -0.479 0.062
O: -10.637 0.788 -0.485
C: -9.939 1.860 0.126
C: -8.783 2.328 -0.729
O: -7.769 1.334 -0.837
C: -7.811 0.634 -2.069
H: -10.743 -1.236 -0.596
H: -9.240 -0.632 0.127
H: -10.764 -0.591 1.057
H: -9.586 1.575 1.122
H: -10.646 2.687 0.241
H: -8.328 3.204 -0.256
H: -9.138 2.625 -1.719
H: -7.443 1.267 -2.885
H: -8.821 0.291 -2.304
H: -7.159 -0.235 -1.978
C: 6.723 -1.854 6.246
O: 5.446 -2.372 5.910
C: 5.504 -3.509 5.061
C: 5.292 -4.799 5.821
O: 6.357 -5.059 6.717
C: 6.051 -4.750 8.066
H: 6.584 -1.129 7.046
H: 7.396 -2.640 6.594
H: 7.171 -1.346 5.385
H: 6.455 -3.540 4.521
H: 4.700 -3.399 4.326
H: 5.262 -5.626 5.104
H: 4.334 -4.775 6.351
H: 5.362 -5.492 8.483
H: 5.612 -3.754 8.163
H: 6.981 -4.782 8.630

Multiplicity ... 1
Frontier orbital gap ... 8.8 eV
Charge ... +1